Entry 1:
Here is a cluster of 2 separate species, C3H11NO in total at a distorted geometry from the OMol25 dataset. Energies are from ωB97M-V/def2-TZVPD.

```
16
Properties=species:S:1:pos:R:3:mulliken_charge:R:1
H 1.06505 0.04602 2.37105 0.335
H 0.40454 -1.25772 -2.65067 0.166
H 1.21881 1.47677 0.57469 0.345
C -0.73730 1.59804 -0.13573 -0.642
H 0.24661 2.22273 1.59443 0.349
H 1.51251 -2.11470 -1.51168 0.200
H -0.46380 0.84750 -0.87726 0.244
H -1.74576 1.39527 0.21673 0.295
C 0.44449 -1.90316 -1.71088 -0.631
H 0.00356 -2.89297 -1.95461 0.192
H -0.70439 0.01851 2.31934 0.317
H -0.74761 2.66762 -0.36018 0.309
O -0.33068 -1.24543 -0.78992 -0.801
H 0.28829 -0.68418 1.01405 0.266
N 0.27874 1.42539 0.96228 -0.185
C 0.19400 0.17450 1.71967 -0.759
```

Net charge   0
Relative energy (zero: lowest compared OMol25 entry of this formula, charge and spin)   3.9029 eV
HOMO energy   -6.069 eV
E   -250.753217 Ha


Entry 2:
Here is a cluster of 3 separate species, C3H11NO2 in total at a distorted geometry from the OMol25 dataset. Energies are from ωB97M-V/def2-TZVPD.

```
17
Properties=species:S:1:pos:R:3:mulliken_charge:R:1
C -1.70984 -0.12858 0.16159 -0.329
O 4.89492 -1.94204 1.80181 -0.642
N 0.21467 0.58567 -1.21455 -0.551
H -1.49744 1.57201 -1.56240 0.348
H -2.25161 -0.64746 -0.60807 0.391
H 0.94110 1.27777 -1.22484 0.186
H 5.39055 -1.93549 2.62397 0.320
H -3.18498 -0.39041 1.65278 0.280
H 5.46936 -1.62762 1.10011 0.321
C -2.35422 0.18041 1.30079 -0.740
H -2.48360 1.09974 -2.66336 0.319
H 0.06247 0.46335 0.94458 0.377
H 0.30371 -0.00211 -2.06242 0.184
O -1.98462 1.86938 -2.37543 -0.699
H 0.16360 -1.09692 0.08074 0.213
H -1.74582 0.74120 2.02135 0.235
C -0.22826 -0.01891 0.02336 -0.216
```

Net charge   0
SMILES string   C=CCN.O.O
Relative energy (zero: lowest compared OMol25 entry of this formula, charge and spin)   1.6171 eV
HOMO energy   -9.193 eV
E   -326.072047 Ha


Entry 3:
Here is a cluster of 2 separate species, C3H11NO2 in total at a distorted geometry from the OMol25 dataset. Energies are from ωB97M-V/def2-TZVPD.

```
17
Properties=species:S:1:pos:R:3:mulliken_charge:R:1
H -2.23065 1.32275 -1.11159 0.232
H 1.99027 0.52569 -1.78656 0.321
H -1.11206 -1.88957 0.99926 0.380
H -0.96395 0.75704 1.36085 0.253
H 0.95045 0.18872 0.74130 0.263
C -1.31513 1.57797 -0.50893 -0.628
O 0.67450 -2.81239 0.71144 -0.549
C -0.06496 -1.67778 1.10501 -0.637
C 0.16182 -0.38841 0.25681 -0.258
H 0.31544 -0.70223 -0.78058 0.390
H 0.10087 -1.36509 2.16251 0.210
H -0.29052 1.85149 -0.96028 0.211
N -1.06349 0.37263 0.44495 -0.461
O 2.01873 1.39850 -2.20765 -0.659
H -1.55556 2.57013 0.06976 0.253
H 2.30234 1.96307 -1.46260 0.322
H 0.08191 -3.69252 0.96629 0.356
```

Net charge   0
SMILES string   CNCCO.O
Relative energy (zero: lowest compared OMol25 entry of this formula, charge and spin)   1.9860 eV
HOMO energy   -8.991 eV
E   -326.058489 Ha


Entry 4:
Here is a cluster of 3 separate species, C3H11NO2 in total at a distorted geometry from the OMol25 dataset. Energies are from ωB97M-V/def2-TZVPD.

```
17
Properties=species:S:1:pos:R:3:mulliken_charge:R:1
O -1.49157 -0.41878 1.48103 -0.685
H -0.12652 2.17065 -1.79209 0.408
H 0.26835 -0.77957 -3.10806 0.206
H -1.33304 -0.67188 0.47794 0.515
H 0.42964 -0.21174 2.29018 0.383
N -0.29584 -0.53962 -1.15491 -0.340
H -2.30562 -0.87316 1.68861 0.321
H -0.93997 -2.02561 -2.48907 0.270
H 1.55838 0.42686 -1.72350 0.493
C 0.78302 0.53336 -0.97435 -0.486
H 0.94326 2.64205 -0.43653 0.305
H 1.09852 -1.13671 3.32206 0.306
C -0.28126 -1.18265 -2.24624 -0.363
O 1.24939 -0.32369 2.82861 -0.656
H -0.69441 1.94578 -0.22623 0.274
C 0.16600 1.98958 -0.85972 -1.072
H 1.10324 0.18866 0.08573 0.122
```

Net charge   0
SMILES string   C=NCC.O.O
Relative energy (zero: lowest compared OMol25 entry of this formula, charge and spin)   1.2233 eV
HOMO energy   -10.258 eV
E   -326.086521 Ha


Entry 5:
Here is a structure of composition C3H11NO2 at a distorted geometry from the OMol25 dataset. Energies are from ωB97M-V/def2-TZVPD.

```
17
Properties=species:S:1:pos:R:3:mulliken_charge:R:1
H 0.96777 -0.30342 -1.66915 0.350
N 1.37478 -0.03158 0.37255 -0.492
O -1.23534 -0.01260 0.78681 -0.497
H 1.91450 1.60091 -0.84299 0.295
H -2.17733 -0.76425 0.58100 0.425
H 0.35323 -1.60847 -0.61311 0.382
H 2.55112 1.64887 0.83085 0.366
H -1.69899 -0.44078 -1.18129 0.434
H 2.26981 -0.51613 0.51716 0.269
H -0.30812 -0.00827 1.10408 0.416
C 1.66605 1.41519 0.21550 -0.843
C 0.46838 -0.51118 -0.70329 -0.454
H 0.84551 2.09169 0.50820 0.201
H -0.90398 1.13403 -0.89147 0.235
H -2.82074 -2.05248 1.17356 0.251
O -2.33711 -1.71534 0.38571 -0.707
C -0.92956 0.07380 -0.57413 -0.634
```

Net charge   0
Relative energy (zero: lowest compared OMol25 entry of this formula, charge and spin)   2.4304 eV
HOMO energy   -9.144 eV
E   -326.042161 Ha


Entry 6:
Here is a cluster of 3 separate species, C3H11NO2 in total at a distorted geometry from the OMol25 dataset. Energies are from ωB97M-V/def2-TZVPD.

```
17
Properties=species:S:1:pos:R:3:mulliken_charge:R:1
H 0.85867 1.60279 -0.58484 0.301
C -1.84150 -0.72306 -1.11088 -0.307
H -0.70216 0.22905 0.76707 0.337
H 4.24112 4.83196 -0.62206 0.321
O -0.27026 -3.81987 4.62974 -0.664
H 0.54163 0.29135 -1.80693 0.307
H -2.61917 -1.33907 -0.56889 0.320
H -0.66651 -2.29347 -1.77820 0.208
N -1.21644 -1.58322 -2.18650 -0.620
H 3.51306 6.04566 -1.05065 0.328
C 0.25654 0.78418 -0.91723 -0.709
H -0.64183 -4.70998 4.92944 0.329
O 4.28041 5.80237 -0.39831 -0.649
H -0.62721 -3.18367 5.38555 0.334
C -0.74616 0.07749 -0.29985 -0.273
H -2.39022 0.05992 -1.72763 0.205
H -1.96997 -2.07243 -2.65982 0.232
```

Net charge   0
SMILES string   C=CCN.O.O
Relative energy (zero: lowest compared OMol25 entry of this formula, charge and spin)   2.5265 eV
HOMO energy   -9.158 eV
E   -326.038628 Ha


Entry 7:
Here is a cluster of 2 separate species, C3H11NO2 in total at a distorted geometry from the OMol25 dataset. Energies are from ωB97M-V/def2-TZVPD.

```
17
Properties=species:S:1:pos:R:3:mulliken_charge:R:1
N 2.03753 -0.83911 1.56566 -0.616
H -3.64493 0.93151 0.27960 0.304
H 3.02237 -1.05988 1.59455 0.223
H 0.21373 1.12283 -0.05437 0.242
O -2.90826 1.53061 0.12502 -0.640
H -3.00371 2.24787 0.74659 0.300
C 1.75498 -0.31129 0.20551 -0.468
O -1.63578 -0.38382 -1.42923 -0.494
H 1.77047 -0.12383 2.22947 0.207
H -0.00326 -1.61545 -1.40666 0.293
C -0.22699 -0.52819 -1.30791 -0.419
H 0.29048 -0.03967 -2.14454 0.269
H 2.31091 0.59087 -0.06033 0.266
H -0.38894 -0.50519 0.70767 0.454
H 2.04790 -1.10332 -0.47256 0.355
C 0.27908 0.03440 0.03565 -0.592
H -1.91558 0.05165 -0.61412 0.317
```

Net charge   0
SMILES string   NCCCO.O
Relative energy (zero: lowest compared OMol25 entry of this formula, charge and spin)   0.7598 eV
HOMO energy   -9.330 eV
E   -326.103554 Ha


Entry 8:
Here is a cluster of 3 separate species, C3H11NO2 in total at a distorted geometry from the OMol25 dataset. Energies are from ωB97M-V/def2-TZVPD.

```
17
Properties=species:S:1:pos:R:3:mulliken_charge:R:1
C 0.58553 0.10644 0.18650 -0.568
C -0.69937 0.40735 -0.47543 0.225
H -0.65690 -2.56712 -1.67079 0.218
H -0.94948 -0.62895 -1.02486 0.154
O 3.45746 0.85354 0.18515 -0.824
H 4.19308 1.14889 0.71819 0.225
N -1.01218 -2.01325 -0.89798 -0.570
H 0.46144 -0.61968 1.01194 0.233
H -2.43907 -0.28980 0.63463 0.384
O 1.13985 1.29967 0.59387 -0.476
H 2.19234 1.11197 0.46798 0.468
H -1.57884 0.95193 1.51416 0.338
H 1.23135 -0.41687 -0.55264 0.377
H -2.55492 1.35954 0.06705 0.299
C -1.86355 0.64025 0.50638 -1.152
H -0.96813 -2.51739 -0.02013 0.231
H -0.53862 1.17350 -1.24401 0.436
```

Net charge   0
Relative energy (zero: lowest compared OMol25 entry of this formula, charge and spin)   7.7432 eV
HOMO energy   -8.491 eV
E   -325.846918 Ha


Entry 9:
Here is a cluster of 2 separate species, C3H11NO2 in total at a distorted geometry from the OMol25 dataset. Energies are from ωB97M-V/def2-TZVPD.

```
17
Properties=species:S:1:pos:R:3:mulliken_charge:R:1
H -3.45655 0.41033 -0.13219 0.293
H -0.87264 1.76992 0.89968 0.255
O 1.11953 -0.47331 -1.37411 -0.519
H -2.13553 0.97640 1.79696 0.373
C -1.57171 0.92940 0.86079 -0.226
H -2.13613 0.48895 -1.17285 0.285
H -0.69952 -0.65954 1.58402 0.287
H 3.02851 -1.09887 -1.70062 0.293
H 2.04796 -2.24183 -0.88038 0.279
H 3.14504 0.21671 0.36004 0.246
C 2.28233 -1.17023 -0.90468 -0.229
C -2.55400 1.00203 -0.30339 -1.059
H -2.82431 2.02808 -0.54040 0.328
H 0.51105 -0.43054 -0.61378 0.343
O -0.78451 -0.26377 0.71361 -0.600
H 2.10002 -0.74916 1.06553 0.216
N 2.80046 -0.73459 0.34177 -0.565
```

Net charge   0
SMILES string   CCO.NCO
Relative energy (zero: lowest compared OMol25 entry of this formula, charge and spin)   0.5970 eV
HOMO energy   -9.475 eV
E   -326.109535 Ha


Entry 10:
Here is a cluster of 3 separate species, C3H11NO2 in total at a distorted geometry from the OMol25 dataset. Energies are from ωB97M-V/def2-TZVPD.

```
17
Properties=species:S:1:pos:R:3:mulliken_charge:R:1
C 0.85183 0.01485 -0.01770 0.129
H 0.34644 2.47894 0.81281 0.287
H 0.57397 -1.85080 -0.90408 0.245
H 1.83439 -1.57697 0.40364 0.190
H -2.13675 -1.55236 0.27546 0.325
H -2.27941 -0.60264 -1.64428 0.345
H 2.43967 0.20768 1.41142 0.202
C 1.36948 2.22943 1.10302 -1.077
N 1.20560 -1.27398 -0.37349 -0.499
H -0.01830 0.36736 -0.58950 0.253
O -1.72790 -1.32276 -2.02577 -0.632
H 1.61050 2.53241 2.10885 0.315
C 1.59720 0.72236 0.89469 -0.303
H 2.01103 2.69595 0.40908 0.271
H -1.75528 -1.26382 -3.02744 0.281
H -3.40023 -1.06170 0.69775 0.289
O -2.52225 -0.74395 0.46553 -0.621
```

Net charge   0
SMILES string   C/C=C/N.O.O
Relative energy (zero: lowest compared OMol25 entry of this formula, charge and spin)   1.1012 eV
HOMO energy   -7.228 eV
E   -326.091007 Ha


Entry 11:
Here is a cluster of 3 separate species, C3H11NO2 in total at a distorted geometry from the OMol25 dataset. Energies are from ωB97M-V/def2-TZVPD.

```
17
Properties=species:S:1:pos:R:3:mulliken_charge:R:1
H -1.29949 -1.06507 -2.13089 0.369
C -0.27276 2.59045 -0.58730 -0.578
H 2.38922 -0.80092 0.92075 0.358
C 1.65383 -0.04277 1.08925 -0.626
H -0.47846 1.48489 1.19380 0.316
H -1.65430 -3.13348 0.78605 0.300
H -1.36878 2.72475 -0.72488 0.371
H -2.62609 -4.36177 0.77083 0.326
H -0.71771 0.18322 -1.56876 0.276
H 1.92533 0.24068 2.11869 0.378
H 2.21058 1.56415 -0.23116 0.306
N 1.46435 1.06590 0.26155 0.036
C 0.20228 1.65283 0.29364 -0.058
H 0.43728 2.84218 -1.41425 0.290
O -2.09998 -3.85395 0.18163 -0.625
O -0.40792 -0.59482 -2.14017 -0.605
H 0.64262 -0.49628 1.18122 0.168
```

Net charge   +1
2S+1   2
Relative energy (zero: lowest compared OMol25 entry of this formula, charge and spin)   1.5411 eV
HOMO energy (alpha / beta)   -14.040 / -14.040 eV
E   -325.766944 Ha
Expectation value of S²   0.7811


Entry 12:
Here is a cluster of 2 separate species, C3H11NO2S in total at a distorted geometry from the OMol25 dataset. Energies are from ωB97M-V/def2-TZVPD.

```
18
Properties=species:S:1:pos:R:3:mulliken_charge:R:1
S 1.97945 -1.81141 2.38960 -0.217
H -1.83388 3.99141 -5.24842 0.322
C -0.92860 0.70883 0.61377 -0.484
H 2.77484 -0.88480 1.77846 0.136
C 0.38154 -0.21852 0.64134 0.509
N 0.35144 -1.31032 -0.27139 -0.691
O -2.43092 3.89369 -6.00361 -0.642
C 0.54250 -0.70062 2.08045 -1.054
H -0.50286 1.73092 0.68190 0.258
H -1.50874 0.54195 1.53167 0.276
H -1.24375 -0.15207 -1.09141 0.352
H 1.14790 0.54672 0.43143 0.199
O -1.66279 0.55875 -0.56570 -0.541
H -2.65073 2.97574 -6.15400 0.319
H 0.69669 -1.03137 -1.17978 0.226
H -0.43087 -1.14615 2.34280 0.429
H 0.92282 -2.08108 0.05799 0.221
H 0.70724 0.11047 2.78792 0.382
```

Net charge   0
SMILES string   N[C@@H](CO)CS.O
Relative energy (zero: lowest compared OMol25 entry of this formula, charge and spin)   0.6139 eV
HOMO energy   -9.488 eV
E   -724.289169 Ha


> What is the formula in the second record?

C3H11NO2


> The lowest E belongs to which entry?

C3H11NO2S